Molecular formula: H2O3Si
Method: DFT, ωB97M-V with the def2-TZVPD basis set

Structure (XYZ):
```
6
H2O3Si | the OMol25 dataset | ωB97M-V with the def2-TZVPD basis set
O 1.02831 0.42441 0.81339
Si -0.37597 -0.00196 0.20058
O -0.73925 -1.51570 -0.36112
O -0.27961 -0.49583 -1.38422
H 1.86523 0.64196 0.27613
H -1.49872 0.94712 0.45524
```

For the energy above the lowest of the compared OMol25 structures with the same formula, charge and spin, the calculation gives 2.956 eV. Its SMILES is O[SiH]1OO1. The spin multiplicity is 1. The calculation puts the orbital gap at 10.2 eV. The value obtained for the HOMO energy is -10.057 eV.

=====

Molecular formula: C6H24O6
Method: DFT, ωB97M-V with the def2-TZVPD basis set

Structure (XYZ):
```
36
C6H24O6 | the OMol25 dataset | ωB97M-V with the def2-TZVPD basis set
C -28.88709 -19.47281 -21.21746
O -30.06444 -19.90521 -20.53562
H -29.14694 -19.12617 -22.08023
H -28.47172 -20.46647 -21.39222
H -28.44055 -18.49049 -20.94848
H -30.64279 -20.33397 -21.12514
C -26.20469 -17.52334 -19.02573
O -25.76679 -17.39152 -20.28347
H -25.68899 -18.57434 -18.97831
H -27.20378 -17.65243 -19.03232
H -25.80275 -16.86942 -18.32396
H -25.48538 -18.31855 -20.65526
C -30.40913 -20.10447 -16.96204
O -29.37144 -19.47535 -17.82931
H -30.87877 -19.45789 -16.29428
H -29.88242 -20.87283 -16.37027
H -31.07174 -20.58322 -17.50420
H -29.79601 -19.65893 -18.79829
C -30.39486 -16.85647 -23.96297
O -29.87407 -15.47801 -23.89197
H -29.64970 -17.59388 -24.13663
H -31.14571 -16.66398 -24.77787
H -30.92473 -16.98780 -23.06000
H -28.85376 -15.60873 -23.97407
C -24.79324 -20.42060 -22.08298
O -25.31963 -20.26897 -20.77457
H -23.70591 -20.30932 -22.06965
H -25.14534 -19.65415 -22.65076
H -25.22555 -21.29323 -22.59060
H -25.79878 -21.07853 -20.42241
C -31.87563 -22.19940 -21.82520
O -31.99492 -20.85242 -22.36670
H -30.81513 -22.61557 -22.08788
H -32.50483 -22.95508 -22.47182
H -32.19879 -22.42760 -20.89650
H -32.70735 -20.89289 -23.15133
```

For the energy above the lowest of the compared OMol25 structures with the same formula, charge and spin, the calculation gives 8.145 eV. Its SMILES is CO.CO.CO.CO.CO.CO. The spin multiplicity is 1. The calculation puts the orbital gap at 9.5 eV. The value obtained for the HOMO energy is -9.261 eV.

=====

Molecular formula: C9H21ClDyI2N2OPS
Method: DFT, ωB97M-V with the def2-TZVPD basis set

Structure (XYZ):
```
39
C9H21ClDyI2N2OPS | the OMol25 dataset | ωB97M-V with the def2-TZVPD basis set
I -4.85890 3.77623 0.16678
I -3.92186 3.56056 2.70137
Dy 0.34963 -0.41433 0.71163
P 1.53890 1.85507 -0.37836
C 1.07011 3.59895 -0.25611
C 3.02366 1.80971 0.70930
H 2.60570 0.77854 -2.26867
H 3.08524 2.53001 -2.12877
H 1.46710 2.05434 -2.78380
C 2.25695 1.80121 -2.06078
H 3.46078 0.79769 0.70790
H 3.74930 2.54832 0.32933
H 1.94405 4.24318 -0.46856
H 0.67997 3.80625 0.74868
H 2.73081 2.06841 1.73862
H 0.26285 3.80898 -0.97031
C -1.09615 1.45573 0.18793
O -1.76920 2.38614 0.09954
Cl 1.68724 -1.75069 -0.82379
C -0.99708 -6.45481 2.37838
C -1.92233 -5.31366 1.99127
N -1.15076 -4.25832 1.26122
C -1.80420 -3.37407 0.43571
S -1.92135 -1.66110 0.81348
N -2.39779 -3.80487 -0.66598
C -2.38471 -5.20783 -1.17268
C -3.79503 -5.73507 -1.32449
H -0.47108 -6.89530 1.52151
H -1.57229 -7.26026 2.85091
H -0.23362 -6.14654 3.09918
H -2.74369 -5.69986 1.37667
H -2.36390 -4.86321 2.89502
H -0.58158 -3.72523 1.93134
H -2.88198 -3.06986 -1.20116
H -1.84836 -5.22064 -2.12879
H -1.79991 -5.81398 -0.47313
H -4.33466 -5.23050 -2.13549
H -3.76470 -6.80278 -1.57407
H -4.40506 -5.62589 -0.41761
```

For the energy above the lowest of the compared OMol25 structures with the same formula, charge and spin, the calculation gives 1.040 eV. As for the expectation value of S²: 8.94. The spin multiplicity is 6. Its charge is +2. The calculation puts the orbital gap (alpha / beta) at 4.1 / 6.0 eV. The value obtained for the HOMO energy (alpha / beta) is -13.603 / -13.603 eV.

=====

Molecular formula: C9H12N5
Method: DFT, ωB97M-V with the def2-TZVPD basis set

Structure (XYZ):
```
26
C9H12N5 | the OMol25 dataset | ωB97M-V with the def2-TZVPD basis set
N 2.25456 2.50559 -1.43196
C 1.11316 1.85880 -1.07130
N 0.68635 1.59190 0.07380
C -0.60818 0.72594 0.25180
N -1.37510 1.33891 1.23712
C -0.28800 -0.70792 0.61010
C 0.53025 -0.94370 1.72317
C 0.90345 -2.18589 2.12986
C 0.32242 -3.25955 1.50512
C -0.59987 -3.06887 0.50254
C -0.89789 -1.80695 0.02651
N -1.35311 0.68721 -1.01388
C -0.87913 1.10461 -2.13873
N 0.35990 1.54114 -2.27985
H 2.80332 2.85843 -0.66571
H 2.22476 3.06231 -2.27346
H -1.11844 1.01651 2.15037
H -1.48648 2.30401 1.00133
H 0.98324 0.02651 2.25857
H 1.59061 -2.34674 3.07189
H 0.61270 -4.14878 1.92544
H -1.03177 -3.89378 0.00320
H -1.58910 -1.56499 -0.68799
H -2.22153 0.19985 -0.86305
H -1.60386 0.97604 -3.01235
H 0.66773 2.12942 -3.03252
```

For the energy above the lowest of the compared OMol25 structures with the same formula, charge and spin, the calculation gives 0.069 eV. Its SMILES is NC1=N[C@](N)(c2ccccc2)[NH+]=CN1. The spin multiplicity is 1. Its charge is +1. The calculation puts the orbital gap at 9.0 eV. The value obtained for the HOMO energy is -12.529 eV.

=====

Molecular formula: C35H37CuIP2
Method: DFT, ωB97M-V with the def2-TZVPD basis set

Structure (XYZ):
```
76
C35H37CuIP2 | the OMol25 dataset | ωB97M-V with the def2-TZVPD basis set
Cu 0.05456 0.18691 3.02037
C -1.87563 0.81389 -4.16612
C -1.89407 -0.45277 -3.74120
C -1.04027 -1.58873 -4.23493
C 0.30037 -1.20195 -4.89151
C 1.21854 -0.37296 -4.03142
C 1.24398 0.96058 -3.92322
C 0.37909 1.95201 -4.64748
C -0.96474 1.42941 -5.19689
C 1.30282 0.40446 4.54927
H -2.65099 1.50295 -3.80512
H -2.68170 -0.76344 -3.04241
H -1.60118 -2.19218 -4.96930
H -0.84377 -2.26489 -3.39044
H 0.82682 -2.14204 -5.11302
H 0.10137 -0.73743 -5.86239
H 1.99536 -0.96042 -3.52557
H 2.04382 1.43022 -3.34013
H 0.93264 2.38744 -5.49656
H 0.18061 2.79456 -3.96986
H -1.49371 2.29974 -5.61302
H -0.77366 0.76246 -6.04329
H 1.20819 1.29395 5.17675
H 2.32419 0.27566 4.16467
H 0.94122 -0.48494 5.08459
P -1.44592 -0.53965 1.56400
P 1.60979 0.00380 1.49549
C -0.54302 -0.78234 0.03010
C 0.81388 -0.62701 0.02012
C -2.40708 -2.06839 1.79766
C -2.78033 -2.82196 0.67278
C -3.53327 -3.98661 0.82210
C -3.91053 -4.40850 2.09961
C -3.54590 -3.66465 3.22757
C -2.78496 -2.50082 3.08490
C -2.68995 0.73961 1.14067
C -2.27056 2.08022 1.04599
C -3.20406 3.10197 0.88133
C -4.55286 2.78764 0.69431
C -4.96496 1.45198 0.71237
C -4.04403 0.43190 0.95816
C 3.10995 -1.00109 1.75561
C 2.96484 -2.29795 2.28940
C 4.08730 -3.10361 2.49049
C 5.36325 -2.63348 2.16031
C 5.51360 -1.35177 1.62149
C 4.39612 -0.53957 1.42278
C 2.22019 1.67325 1.10163
C 2.41896 2.63217 2.11251
C 2.89919 3.90041 1.77905
C 3.15069 4.22880 0.44390
C 2.93961 3.28104 -0.56242
C 2.47241 2.00837 -0.23645
H -1.11022 -1.01692 -0.87352
H 1.43178 -0.88881 -0.84128
H -2.47296 -2.50136 -0.32180
H -3.82069 -4.55885 -0.06319
H -4.49415 -5.32239 2.21472
H -3.85656 -3.99270 4.22166
H -2.48273 -1.91917 3.95750
H -1.21909 2.32807 1.17705
H -2.88135 4.14453 0.92123
H -5.28466 3.58506 0.54364
H -6.01097 1.19695 0.53250
H -4.37433 -0.60582 1.01197
H 1.97200 -2.66016 2.55745
H 3.97112 -4.10474 2.90941
H 6.24255 -3.25955 2.32518
H 6.50634 -0.97686 1.35839
H 4.51924 0.46663 1.02102
H 2.17738 2.37940 3.14541
H 3.06848 4.64002 2.56408
H 3.50633 5.22804 0.18550
H 3.13315 3.53413 -1.60642
H 2.28210 1.27390 -1.01752
I -1.31901 1.70435 4.45976
```

For the energy above the lowest of the compared OMol25 structures with the same formula, charge and spin, the calculation gives 0.000 eV. As for the expectation value of S²: 0.76. The spin multiplicity is 2. The calculation puts the orbital gap (alpha / beta) at 5.9 / 7.1 eV. The value obtained for the HOMO energy (alpha / beta) is -5.833 / -7.083 eV.

=====

Molecular formula: C12H21BeNO2Se2
Method: DFT, ωB97M-V with the def2-TZVPD basis set

Structure (XYZ):
```
39
C12H21BeNO2Se2 | the OMol25 dataset | ωB97M-V with the def2-TZVPD basis set
Be -0.71316 -0.20408 2.10996
C 0.83439 0.20588 -4.51307
Se 0.06339 -0.81697 -3.04974
C 1.43133 -0.48774 -1.72989
C 1.78513 0.98410 -1.55622
Se 0.14767 2.00993 -1.24323
C 0.46254 2.51476 0.59748
H 1.83809 -0.18135 -4.75035
H 0.88625 1.22653 -4.21833
H 0.04978 -0.02910 -5.22987
H 2.30221 -1.12787 -1.89681
H 1.03937 -0.81946 -0.77514
H 2.33476 1.35184 -2.38277
H 2.34711 1.11876 -0.67676
H 0.71315 3.51186 0.74466
H 1.14758 1.89216 1.13547
H -0.53022 2.34539 1.02275
C 3.17643 0.02196 2.77775
O 2.08435 0.02987 1.92748
C 0.94654 -0.65951 2.33332
C 1.26001 -2.12348 2.62969
H 3.59851 0.97742 2.99151
H 4.03838 -0.64481 2.50788
H 2.77436 -0.28741 3.77761
H 1.69438 -2.58025 1.77766
H 0.30960 -2.74259 2.75338
H 1.83031 -2.28640 3.63133
O -2.11458 -0.00881 2.49484
N -2.87750 -0.35687 1.34898
C -2.40473 -1.28567 0.43521
C -2.72345 -1.21636 -0.92513
C -3.56426 -0.21753 -1.51918
C -3.92564 0.73552 -0.53947
C -3.62862 0.66395 0.74098
H -1.93652 -2.15075 0.71774
H -2.25936 -2.00718 -1.52724
H -3.70059 -0.26849 -2.61019
H -4.64589 1.50172 -0.77726
H -4.07111 1.41107 1.46498
```

As for the expectation value of S²: 0.77. The spin multiplicity is 2. Its charge is -1. The calculation puts the orbital gap (alpha / beta) at 3.9 / 3.9 eV. The value obtained for the HOMO energy (alpha / beta) is -1.295 / -1.270 eV.

=====

Molecular formula: C18H13FN2OS
Method: DFT, ωB97M-V with the def2-TZVPD basis set

Structure (XYZ):
```
36
C18H13FN2OS | the OMol25 dataset | ωB97M-V with the def2-TZVPD basis set
C 4.03827 2.79890 -4.74507
O 3.31316 3.82023 -4.03873
C 2.06657 3.50277 -3.55915
C 1.01254 4.36564 -3.88851
C -0.26063 4.13704 -3.40800
C -0.46861 3.08255 -2.53351
C 0.55357 2.21021 -2.15302
C 0.24581 1.11144 -1.21922
C -0.89642 0.29465 -1.39345
C -1.21819 -0.69010 -0.44244
C -0.43119 -0.81029 0.68696
C -0.80268 -1.68584 1.74567
C -1.18944 -2.42929 2.63726
C -1.77851 -3.31587 3.61831
C -2.95301 -3.99425 3.29294
S -3.46190 -4.96069 4.64358
C -2.03559 -4.42105 5.49763
C -1.73932 -4.87892 6.92889
N -1.22518 -3.61384 4.86385
C 0.69965 0.02743 0.78410
N 1.03154 0.94017 -0.14106
C 1.82286 2.39822 -2.72223
F 2.82064 1.54437 -2.37348
H 4.71240 2.27554 -4.04291
H 3.35115 2.08750 -5.22895
H 4.65075 3.26166 -5.51682
H 1.19883 5.22503 -4.50933
H -1.08841 4.79792 -3.69379
H -1.43409 2.89170 -2.07405
H -1.43935 0.43348 -2.29400
H -2.05083 -1.38382 -0.53894
H -3.42290 -3.92681 2.32251
H -1.92915 -5.95588 7.07560
H -0.69003 -4.67743 7.12117
H -2.35198 -4.35787 7.66436
H 1.34969 -0.10449 1.63385
```

For the energy above the lowest of the compared OMol25 structures with the same formula, charge and spin, the calculation gives 0.000 eV. Its SMILES is COc1cccc(-c2ccc(C#Cc3csc(C)n3)cn2)c1F. The spin multiplicity is 1. The calculation puts the orbital gap at 8.2 eV. The value obtained for the HOMO energy is -8.222 eV.

=====

Molecular formula: C5H7N
Method: DFT, ωB97M-V with the def2-TZVPD basis set

Structure (XYZ):
```
13
C5H7N | the OMol25 dataset | ωB97M-V with the def2-TZVPD basis set
C 1.84792 0.07026 0.21807
C 0.36097 0.13679 0.01836
C -0.45783 -0.95501 -0.24142
N -1.81548 -0.33247 -0.35671
C -1.82469 1.04353 -0.10863
C -0.45365 1.28202 0.09568
H 2.17618 0.79854 0.96615
H 2.16694 -0.92352 0.54579
H 2.37391 0.29964 -0.71650
H -0.24886 -1.94201 -0.63903
H -2.58952 -0.85014 -0.75709
H -1.47662 -0.89517 0.65030
H -0.05925 2.26753 0.32503
```

For the energy above the lowest of the compared OMol25 structures with the same formula, charge and spin, the calculation gives 4.609 eV. The spin multiplicity is 1. The calculation puts the orbital gap at 8.7 eV. The value obtained for the HOMO energy is -7.989 eV.